Density functional theory data (ωB97M-V/def2-TZVPD) for a molecular structure, C36H32AsIMnN7O3S2 in a non-equilibrium geometry.

Cartesian coordinates (Å):
Mn: -0.18057 3.75662 0.00556
N: -4.74255 2.27053 4.63892
C: -4.04336 1.10091 4.59452
C: -4.43294 0.10041 3.65423
C: -3.45511 -0.87919 3.33086
C: -2.16937 -0.84742 3.79762
C: -1.85234 -0.00251 4.86461
C: -2.78369 1.01441 5.29904
S: -1.33457 -2.40946 3.43118
O: -0.56246 -2.37144 2.16460
O: -2.22982 -3.56651 3.47929
N: -0.44757 -2.38104 4.73886
C: 0.33938 -3.21238 5.33562
N: 0.99474 -2.78844 6.56330
C: 1.42994 -3.77013 7.23218
C: 1.42637 -5.08642 6.78374
C: 0.67573 -5.36701 5.64882
N: 0.13694 -4.47652 4.82597
H: -5.62812 2.32356 4.16487
H: -4.27185 3.14142 4.86557
H: -5.33532 0.22263 3.05641
H: -3.73939 -1.60964 2.57883
H: -0.92539 -0.14522 5.44503
H: -2.47641 1.53421 6.23180
H: 1.79888 -3.53469 8.24777
H: 1.98613 -5.97965 7.11860
H: 0.48953 -6.36482 5.21930
S: 1.26376 3.11397 -1.70663
C: 2.18772 3.76194 -0.38797
N: 1.82382 3.51468 0.93869
C: 2.02853 4.77196 1.71300
C: 2.65520 5.72950 0.72840
N: 2.84958 4.92868 -0.47362
H: 1.95299 2.60303 1.35292
H: 2.66646 4.56829 2.62143
H: 1.06874 5.13133 2.09274
H: 3.63085 6.13526 1.02149
H: 1.97603 6.52626 0.51867
H: 2.98262 5.29079 -1.44061
I: -4.73226 3.28437 -2.78581
C: -3.49629 4.88914 -2.49732
C: -4.06483 6.07969 -1.88622
C: -3.47167 6.53923 -0.72794
C: -2.17175 6.09553 -0.38197
N: -1.66359 5.00379 -1.00840
C: -2.15088 4.54910 -2.16393
H: -4.93426 6.48831 -2.35178
H: -4.09665 7.15968 0.00450
H: -1.58197 6.55028 0.41145
H: -1.55475 3.81006 -2.75474
C: 3.48860 -4.96615 -0.61133
C: 4.00591 -3.74045 -0.23013
C: 3.71053 -2.62140 -0.95805
C: 2.84496 -2.71255 -2.04730
C: 2.38726 -3.96540 -2.46245
C: 2.78639 -5.09712 -1.72684
As: 2.51667 -1.20492 -3.17579
C: 0.53789 -1.40944 -3.06093
C: -0.23213 -0.64896 -2.15670
C: -1.57872 -0.79699 -2.08191
C: -2.24035 -1.35292 -3.24340
C: -1.48209 -1.82590 -4.31183
C: -0.09598 -1.97957 -4.21412
C: 0.78618 -2.08971 -5.36211
C: 0.57464 -2.53324 -6.70170
C: 1.52769 -2.48029 -7.64247
C: 2.73094 -1.77953 -7.47230
C: 2.95897 -1.29252 -6.19838
C: 2.11553 -1.62899 -5.13561
H: 3.64740 -5.79792 0.03361
H: 4.71847 -3.56256 0.59969
H: 4.25764 -1.64382 -0.81981
H: 1.90171 -4.09395 -3.44634
H: 2.52373 -6.07504 -2.13529
H: 0.24396 0.05868 -1.48497
H: -2.18041 -0.40075 -1.22698
H: -3.32407 -1.53202 -3.35696
H: -2.03853 -1.98671 -5.26559
H: -0.40570 -2.82699 -7.00747
H: 1.30392 -2.99467 -8.61841
H: 3.50084 -1.67704 -8.24877
H: 3.83746 -0.70718 -6.00181
O: 2.83648 0.16894 -2.38098

energy relative to the best compared isomer or geometry (same formula, charge and spin): 485.2 kJ/mol
gap between HOMO and LUMO (spin up / spin down): 3.4 / 3.4 eV
DFT total energy: -6480.47995 Ha
2S+1: 5

These are the Mulliken partial charges, in e, on atoms 1 to 5:
1 Mn 0.4293
2 N -0.4862
3 C 0.8603
4 C -0.9347
5 C -0.3368


Density functional theory data (ωB97M-V/def2-TZVPD) for a molecular structure, C36H32BrF4LaN6O2S4 in a non-equilibrium geometry.

Cartesian coordinates (Å):
La: -0.68820 0.59854 0.41050
C: 1.43046 -1.56089 -4.04542
C: 1.02454 -0.40322 -3.11756
N: 2.10359 0.35487 -2.51311
C: 2.82092 1.20180 -3.44461
C: 3.60821 2.30760 -2.75150
C: 2.97821 -0.37609 -1.60351
C: 2.99126 0.28517 -0.21120
N: 2.00478 -0.30708 0.69040
C: 2.37655 -0.99552 1.75483
C: 1.34422 -1.56361 2.56921
F: 0.06387 -1.38759 2.12743
C: 1.53206 -2.26434 3.72515
F: 0.46714 -2.74936 4.39259
C: 2.80255 -2.50794 4.22249
C: 3.84253 -2.00458 3.46214
F: 5.10669 -2.23426 3.89093
C: 3.67338 -1.30399 2.29075
F: 4.82463 -0.93671 1.66416
H: 0.54374 -1.92681 -4.56714
H: 1.86360 -2.39166 -3.48297
H: 2.16161 -1.23537 -4.78776
H: 0.39952 -0.80858 -2.31822
H: 0.41116 0.30456 -3.68182
H: 2.08719 1.66724 -4.10669
H: 3.52484 0.61336 -4.06887
H: 2.94751 2.87825 -2.10009
H: 4.01389 2.98731 -3.50434
H: 4.43328 1.91538 -2.15105
H: 4.00282 -0.40301 -2.00245
H: 2.64483 -1.41215 -1.50716
H: 2.71215 1.32937 -0.35338
H: 4.00115 0.26473 0.19380
H: 2.96553 -3.05976 5.13397
S: 1.04709 3.14382 0.08177
S: 0.32456 4.52951 -1.23173
S: 0.53633 3.87880 -3.20695
S: -1.05084 2.79545 -3.80622
Br: 2.70262 2.18198 2.82349
C: 1.02826 2.28842 3.69770
C: 1.00459 3.02707 4.87174
C: -0.16122 3.02945 5.61534
C: -1.23222 2.29063 5.15256
C: -1.12810 1.62511 3.93970
N: -0.00788 1.62321 3.19773
C: -2.36320 0.83833 3.45068
O: -3.31133 0.80538 4.23454
O: -2.27344 0.32277 2.30597
H: 1.88881 3.56337 5.18086
H: -0.22002 3.58266 6.54460
H: -2.16326 2.19406 5.69142
C: -5.16888 0.93285 -1.40409
C: -5.25901 0.00984 -2.43787
C: -4.28188 -0.95994 -2.53861
C: -3.18608 -0.97319 -1.66291
C: -2.95466 0.07751 -0.74993
C: -4.03233 0.96809 -0.60983
C: -2.34391 -2.18312 -1.58683
C: -2.88954 -3.43257 -1.99819
C: -2.20546 -4.58982 -1.79462
C: -0.94207 -4.54382 -1.16903
C: -0.19245 -5.69807 -0.86709
C: 1.04674 -5.59237 -0.29324
C: 1.57480 -4.32130 -0.00590
C: 0.85524 -3.18630 -0.26851
C: -0.43607 -3.26215 -0.83421
N: -1.14244 -2.11534 -1.03196
H: -5.97065 1.64644 -1.24416
H: -6.08772 0.02978 -3.13594
H: -4.35953 -1.69874 -3.32945
H: -4.00694 1.70477 0.18182
H: -3.87522 -3.47057 -2.43523
H: -2.61433 -5.55011 -2.09014
H: -0.62163 -6.66782 -1.09554
H: 1.61836 -6.48127 -0.05643
H: 2.56212 -4.23473 0.43180
H: 1.24465 -2.20098 -0.04353
N: -2.87090 5.08700 0.96755
C: -3.06606 4.87631 -0.37927
C: -2.57364 3.63621 -0.63416
N: -2.09090 3.08229 0.53148
C: -2.27405 3.97938 1.46508
H: -3.07113 5.93108 1.46704
H: -3.50261 5.61506 -1.02607
H: -2.52180 3.11663 -1.57751
H: -2.00102 3.87329 2.50285

energy relative to the best compared isomer or geometry (same formula, charge and spin): 102.3 kJ/mol
gap between HOMO and LUMO: 4.8 eV
net charge: -2
DFT total energy: -6468.07393 Ha

These are the Mulliken partial charges, in e, on atoms 1 to 5:
1 La 1.6462
2 C -1.4798
3 C 0.4790
4 N 1.0866
5 C -0.7687


Density functional theory data (ωB97M-V/def2-TZVPD) for a molecular structure, C36H32BrN4O4SSn in a non-equilibrium geometry.

Cartesian coordinates (Å):
Sn: 0.50951 0.10582 0.37785
C: 0.45740 1.85214 -4.41572
C: 1.31475 2.09532 -3.20817
C: 1.12323 3.21240 -2.40675
C: 1.90446 3.43194 -1.28175
C: 1.73034 4.66835 -0.45158
C: 2.88401 2.50031 -0.95527
C: 3.09765 1.37604 -1.74457
C: 4.14949 0.36415 -1.39613
C: 2.31908 1.19723 -2.88169
H: -0.46115 2.43368 -4.36447
H: 0.19512 0.79704 -4.47152
H: 0.99080 2.12268 -5.32956
H: 0.34890 3.92424 -2.66139
H: 2.47207 5.41726 -0.73713
H: 1.85883 4.43959 0.60224
H: 0.74112 5.09635 -0.59129
H: 3.49367 2.66372 -0.07403
H: 4.99116 0.42886 -2.08912
H: 3.72710 -0.63854 -1.47386
H: 4.51862 0.52163 -0.38278
H: 2.47424 0.32169 -3.49440
N: -1.77478 -6.75842 -4.41672
C: -1.14141 -5.71085 -3.76442
C: -1.67252 -5.18263 -2.58600
C: -1.00353 -4.18621 -1.90373
C: 0.19155 -3.70078 -2.39439
C: 0.73795 -4.22456 -3.54954
C: 0.08062 -5.22868 -4.23394
S: 1.03125 -2.34380 -1.59562
O: 0.72803 -2.41367 -0.16728
O: 2.42704 -2.46808 -1.92068
N: 0.51362 -0.94334 -2.10695
C: -0.75978 -0.67568 -2.28508
N: -1.15942 0.53665 -1.84228
C: -2.37391 0.92435 -2.14809
C: -3.24581 0.13766 -2.88849
C: -2.78060 -1.13016 -3.19742
N: -1.56933 -1.54741 -2.90736
H: -2.75939 -6.86393 -4.22995
H: -1.52495 -6.87640 -5.38587
H: -2.61736 -5.55978 -2.22057
H: -1.39180 -3.77813 -0.98460
H: 1.68926 -3.84104 -3.88545
H: 0.50580 -5.64346 -5.13830
H: -2.66276 1.90131 -1.77873
H: -4.23464 0.46791 -3.15931
H: -3.40598 -1.85725 -3.70775
C: -3.44843 1.72801 4.60695
C: -2.45131 2.34424 3.83680
C: -1.87975 1.68052 2.78538
C: -2.24041 0.35653 2.45435
C: -1.57991 -0.37045 1.40919
C: -2.11485 -1.60959 1.10042
C: -3.21229 -2.16473 1.77775
C: -3.78187 -1.50190 2.82674
C: -3.30710 -0.22775 3.19453
C: -3.88268 0.47935 4.27013
H: -3.87092 2.25289 5.45474
H: -2.14739 3.35420 4.07618
H: -1.12878 2.15595 2.17462
H: -1.65865 -2.19061 0.30694
H: -3.58899 -3.13583 1.47357
H: -4.60589 -1.93631 3.38322
H: -4.68798 0.00409 4.81427
Br: 0.68832 4.21656 3.77091
C: 1.76288 2.95096 4.66647
C: 2.27319 3.29620 5.90925
C: 3.11624 2.42260 6.56824
C: 3.43744 1.20169 5.99677
C: 2.89077 0.84970 4.77907
C: 2.04764 1.72020 4.09739
C: 1.46431 1.26316 2.79401
O: 1.41150 0.02518 2.63019
O: 1.08197 2.10533 1.96784
H: 2.01485 4.24394 6.35356
H: 3.52668 2.69510 7.52950
H: 4.10936 0.52851 6.50595
H: 3.09447 -0.10326 4.31466

energy relative to the best compared isomer or geometry (same formula, charge and spin): 154.2 kJ/mol
gap between HOMO and LUMO: 6.9 eV
net charge: -1
DFT total energy: -5097.64781 Ha

These are the Mulliken partial charges, in e, on atoms 1 to 5:
1 Sn 1.1890
2 C -1.6484
3 C 1.0282
4 C -0.5965
5 C 0.7383